(1)
36
Properties=species:S:1:pos:R:3 method="wB97M-V/def2-TZVPD" de_lowest_ev=1.3136 smiles=CC#N.CC#N.CC#N.CC#N.CC#N.CC#N charge=0 homo_energy_ev=-11.380
C 1.153 -0.332 -1.342
C -0.114 -0.711 -1.874
N -1.160 -1.054 -2.286
H 1.838 0.079 -2.083
H 1.582 -1.232 -0.902
H 1.036 0.503 -0.651
C -6.137 0.414 -5.412
C -7.203 0.360 -4.378
N -8.081 0.284 -3.600
H -6.686 0.811 -6.266
H -5.717 -0.536 -5.742
H -5.342 1.034 -5.000
C 0.369 -0.478 4.690
C 1.549 -1.119 4.192
N 2.471 -1.656 3.726
H -0.194 -1.228 5.246
H -0.169 -0.032 3.854
H 0.485 0.343 5.398
C 6.431 -4.072 0.085
C 7.066 -2.728 -0.038
N 7.568 -1.698 -0.162
H 7.093 -4.839 -0.316
H 5.417 -4.107 -0.314
H 6.449 -4.317 1.147
C 4.655 7.060 -0.257
C 3.473 6.247 0.081
N 2.575 5.558 0.328
H 4.814 7.931 0.378
H 4.666 7.455 -1.273
H 5.487 6.364 -0.158
C -5.997 -2.204 1.724
C -5.670 -2.743 3.002
N -5.424 -3.179 4.092
H -6.542 -1.274 1.886
H -6.620 -2.869 1.125
H -5.121 -2.033 1.099


(2)
32
Properties=species:S:1:pos:R:3 method="wB97M-V/def2-TZVPD" de_lowest_ev=0.7808 smiles=C[Si](C)(C)C#CC#CC#C[Si](C)(C)C charge=0 homo_energy_ev=-8.479
C -0.673 0.066 0.344
C 0.099 -0.010 -0.685
C -1.470 0.086 1.407
C 0.895 -0.193 -1.670
C -2.207 0.171 2.384
C 1.669 -0.314 -2.732
C -4.602 -0.597 4.058
C -3.559 2.274 4.247
C -1.914 0.079 5.362
C 3.974 -1.948 -3.677
C 2.217 -0.725 -5.742
C 4.121 1.001 -4.089
Si -3.083 0.471 3.917
Si 2.983 -0.448 -4.000
H -4.309 -1.397 4.757
H -5.468 -0.103 4.494
H -4.797 -1.025 3.074
H -3.939 2.336 5.265
H -2.690 2.920 4.161
H -4.290 2.646 3.534
H -1.259 -0.764 5.062
H -2.410 -0.331 6.249
H -1.297 0.926 5.627
H 4.411 -2.341 -4.598
H 3.263 -2.682 -3.304
H 4.781 -1.699 -2.991
H 3.061 -0.596 -6.391
H 1.527 0.091 -5.931
H 1.759 -1.695 -5.951
H 4.434 1.304 -5.080
H 5.024 0.662 -3.564
H 3.747 1.836 -3.537


(3)
47
Properties=species:S:1:pos:R:3 method="wB97M-V/def2-TZVPD" de_lowest_ev=1.6861 charge=-1 homo_energy_ev=-5.173
Bi 0.338 -0.554 -0.628
C 1.156 -2.872 1.701
C 0.898 -1.792 2.535
C 1.776 -0.715 2.565
C 2.929 -0.731 1.793
C 3.206 -1.825 0.983
C 2.313 -2.890 0.927
H 0.469 -3.708 1.684
H 0.013 -1.781 3.153
H 1.562 0.134 3.201
H 3.611 0.109 1.809
H 4.136 -1.836 0.430
H 2.529 -3.749 0.304
O -0.312 -0.568 -5.234
C 0.087 -0.694 -3.941
O -0.048 0.209 -3.168
C 1.008 -1.884 -3.776
O 1.606 -1.944 -2.510
C 3.005 -1.629 -2.458
C 3.375 -0.204 -2.000
O 4.604 -0.027 -1.991
O 2.456 0.605 -1.714
H -0.868 0.225 -5.240
H 0.475 -2.814 -3.977
H 1.770 -1.743 -4.549
H 3.471 -2.364 -1.808
H 3.457 -1.755 -3.446
N -3.994 2.377 0.762
C -2.643 2.077 1.379
C -2.497 2.891 2.665
P -1.454 2.691 0.057
O -0.452 3.545 1.007
O -2.328 3.589 -0.766
O -0.628 1.665 -0.652
P -2.699 0.234 1.672
O -3.116 0.260 3.262
O -3.889 -0.196 0.872
O -1.352 -0.384 1.571
H -3.783 3.001 -0.055
H -4.619 2.817 1.431
H -4.360 1.423 0.501
H -2.506 3.961 2.452
H -1.551 2.655 3.145
H -3.298 2.639 3.360
H 0.350 3.749 0.510
H -3.123 -0.644 3.595
O -1.078 -1.553 -1.412


(4)
38
Properties=species:S:1:pos:R:3 method="wB97M-V/def2-TZVPD" multiplicity=5 charge=-2 homo_energy_ev="2.717 / -0.618"
C -0.571 0.856 -2.272
C -1.388 -0.283 -2.157
C -0.595 -1.409 -1.844
C -2.840 -0.321 -2.446
C 0.778 -0.990 -1.754
C 0.795 0.461 -1.997
C 2.026 1.209 -2.284
C -1.009 2.229 -2.601
C -1.083 -2.789 -1.674
C 1.964 -1.873 -1.814
Pd 0.718 0.074 0.153
Cl -2.182 0.640 0.817
Cl 0.149 3.014 0.500
Cl 0.825 -2.086 1.149
H -3.319 0.618 -2.163
H -3.326 -1.108 -1.872
H -3.058 -0.504 -3.507
H -2.090 -2.794 -1.230
H -0.413 -3.337 -0.998
H -1.136 -3.317 -2.641
H 1.851 -2.666 -1.066
H 2.861 -1.300 -1.573
H 2.060 -2.312 -2.816
H 2.888 0.684 -1.888
H 1.994 2.175 -1.790
H 2.160 1.358 -3.355
H -2.000 2.413 -2.158
H -1.087 2.344 -3.696
H -0.300 2.968 -2.200
O 1.769 2.632 0.017
H 2.201 2.190 0.818
C 1.258 0.575 4.289
O 0.583 0.446 3.013
C 1.310 0.645 1.948
O 2.461 1.143 2.029
H 1.927 -0.283 4.436
H 0.457 0.567 5.030
H 1.822 1.516 4.331


Number 1: largest force on an atom 6.6 eV/Å. Number 2: largest force on an atom 11.8 eV/Å. Number 3: largest force on an atom 1.5 eV/Å. Number 4: largest force on an atom 6.5 eV/Å.